# 1
Density functional theory data (wB97M-V/def2-TZVPD) for an isolated molecule of C7H10.

Structure (XYZ):
```
17
Properties=species:S:1:pos:R:3:forces:R:3
C -1.4717 1.1246 0.3833 0.0 0.2 0.0
C -1.3014 -0.3598 0.1244 -0.2 0.2 0.2
C -1.0533 -0.9024 -1.2592 -0.1 0.0 -0.2
C 0.0464 -0.9175 -0.2412 0.2 -0.1 0.1
C 1.2817 -0.0675 -0.4985 -0.1 0.0 0.0
C 2.0595 0.2442 0.7062 0.8 0.1 1.1
C 2.7515 0.4289 1.6849 -0.9 -0.2 -1.1
H -2.1607 1.6184 -0.3068 0.0 -0.2 0.0
H -1.8391 1.3126 1.3953 0.0 -0.1 -0.1
H -0.5126 1.6375 0.3099 0.0 0.1 0.0
H -1.9172 -0.9942 0.7604 0.2 0.1 -0.1
H -1.4996 -1.8505 -1.5440 0.0 0.2 0.0
H -0.9888 -0.1723 -2.0655 0.1 -0.1 0.1
H 0.2871 -1.8739 0.2162 0.0 0.1 -0.2
H 1.0430 0.8576 -1.0439 0.0 -0.2 0.2
H 1.9140 -0.6606 -1.1665 0.1 0.2 0.0
H 3.3611 0.5749 2.5449 -0.1 0.0 0.0
```
Positions in Å, forces in eV/Å.

Values from the calculation:
**E_tot**: -272.62344 Eh
**Total charge**: 0
**LUMO level**: 1.115 eV
**Energy above the lowest of the compared OMol25 structures with the same formula, charge and spin**: 59.3 kcal per mole
**Strongest force on any atom**: 1.45 eV Å⁻¹

=====

# 2
Density functional theory data (wB97M-V/def2-TZVPD) for a cluster of 2 separate species, C7H10 in total.

Structure (XYZ):
```
17
Properties=species:S:1:pos:R:3:forces:R:3
C 0.7755 0.9934 -0.1050 -1.6 -0.6 0.1
C -0.0146 0.3998 0.7661 2.2 2.7 -2.5
C 1.1284 -2.7745 -1.2438 -1.7 0.8 -0.9
C -0.1567 -2.8580 -0.9787 1.1 1.0 -0.8
C -0.3637 1.8037 0.4488 1.1 1.8 0.8
C -1.4055 -2.5584 -0.7968 -0.8 -1.5 -0.2
C 0.0676 3.0100 1.3324 0.9 0.2 -1.4
H 1.5346 0.9979 -0.8801 -0.2 -0.2 0.4
H 1.7780 -3.5712 -1.1328 1.3 -1.4 0.8
H 1.4875 -1.9606 -1.8765 -0.2 -0.1 0.2
H -1.2872 2.0998 -0.0696 0.4 -0.6 -0.4
H -2.2464 -3.0720 -1.2989 0.7 0.6 -0.1
H -0.2154 -0.5189 1.1307 -0.8 -2.5 1.6
H -1.6402 -1.9966 0.0643 -0.5 0.6 0.9
H -0.8311 3.4554 1.6667 -0.8 1.0 0.5
H 0.7348 3.7744 0.7741 -1.4 -1.1 0.5
H 0.6545 2.7755 2.1992 0.3 -0.6 0.5
```
Positions in Å, forces in eV/Å.

Values from the calculation:
**E_tot**: -272.51996 Eh
**Total charge**: 0
**LUMO level**: 1.009 eV
**Energy above the lowest of the compared OMol25 structures with the same formula, charge and spin**: 124.3 kcal per mole
**Strongest force on any atom**: 4.27 eV Å⁻¹

=====

# 3
Density functional theory data (wB97M-V/def2-TZVPD) for an isolated molecule of C7H10.

Structure (XYZ):
```
17
Properties=species:S:1:pos:R:3:forces:R:3
C -0.6537 -0.6634 -1.8599 -0.6 -0.5 -0.3
C -0.4606 -1.5260 -0.8465 0.1 -0.1 -0.2
C -0.1818 -1.2434 0.6149 0.0 0.2 -0.4
C 0.7720 0.0012 0.6624 0.2 0.0 0.2
C 0.1359 1.1240 1.5344 -0.2 0.1 0.4
C -0.1896 1.7967 0.2200 0.3 0.4 0.2
C 0.6087 0.9863 -0.4786 0.3 0.3 0.2
H -0.1293 -0.9046 -2.7810 -1.0 -0.5 -0.5
H -1.2817 0.2267 -1.9036 0.8 0.1 0.5
H -0.2475 -2.5401 -1.1633 0.8 0.0 0.0
H 0.3383 -2.1262 1.0191 -0.2 0.3 -0.1
H -1.0436 -1.0677 1.2745 0.1 0.0 -0.3
H 1.8126 -0.2843 0.8498 -0.2 -0.1 0.3
H -0.6831 0.8096 2.1830 0.0 0.0 0.1
H 0.8761 1.6833 2.1193 -0.2 0.0 -0.1
H -0.8052 2.6583 -0.0172 0.3 0.1 0.0
H 1.1324 1.0697 -1.4274 -0.5 -0.2 0.0
```
Positions in Å, forces in eV/Å.

Values from the calculation:
**E_tot**: -272.58107 Eh
**Total charge**: 0
**LUMO level**: 1.084 eV
**Energy above the lowest of the compared OMol25 structures with the same formula, charge and spin**: 85.9 kcal per mole
**Strongest force on any atom**: 1.16 eV Å⁻¹